A structure of composition C20H29IrNO10P2Se, computed with ωB97M-V/def2-TZVPD.

Structure (XYZ):
```
64
C20H29IrNO10P2Se ωB97M-V/def2-TZVPD
Ir 0.112 -0.195 0.258
C 2.955 -1.836 3.184
C 1.601 -2.535 3.188
O 1.669 -3.703 4.002
P 0.350 -1.418 3.919
O -1.036 -2.193 3.765
O 0.612 -1.538 5.500
O 0.358 -0.022 3.449
P 1.024 -3.099 1.489
O 2.266 -2.918 0.503
O 0.708 -4.538 1.669
O -0.114 -2.180 1.038
H 3.256 -1.618 4.210
H 2.899 -0.899 2.627
H 3.699 -2.487 2.727
H 1.291 -4.412 3.445
H -1.216 -2.287 2.811
H 0.518 -0.653 5.872
H 2.375 -1.981 0.240
C 0.463 6.602 -0.213
O 1.789 6.141 -0.028
C 1.981 4.795 -0.032
C 3.321 4.384 0.181
C 3.598 3.053 0.210
C 2.605 2.052 0.044
C 2.985 0.676 0.090
C 4.440 0.281 0.174
O 2.175 -0.285 0.071
C 1.251 2.476 -0.186
O 0.259 1.708 -0.418
C 0.984 3.879 -0.215
H 0.510 7.687 -0.171
H -0.199 6.233 0.575
H 0.066 6.290 -1.182
H 4.084 5.137 0.322
H 4.622 2.748 0.379
H 5.022 0.721 -0.636
H 4.515 -0.803 0.129
H 4.870 0.618 1.119
H -0.048 4.158 -0.370
Se -2.153 -0.102 0.709
C -2.751 1.625 0.078
C -2.481 2.058 -1.210
C -2.880 3.333 -1.574
N -3.498 4.185 -0.752
C -3.739 3.757 0.484
C -3.392 2.494 0.945
H -1.930 1.432 -1.899
H -2.676 3.699 -2.574
H -4.238 4.459 1.145
H -3.610 2.202 1.965
C -5.071 -1.478 0.754
C -4.501 -1.382 -0.657
C -4.865 -2.631 -1.461
C -2.982 -1.196 -0.704
H -6.140 -1.699 0.715
H -4.935 -0.553 1.313
H -4.580 -2.277 1.317
H -4.958 -0.520 -1.156
H -4.429 -3.518 -0.996
H -4.484 -2.570 -2.483
H -5.947 -2.769 -1.509
H -2.665 -0.758 -1.648
H -2.445 -2.141 -0.592
```

Output
Net charge ... -1
Kohn-Sham gap ... 6.21 eV
Energy relative to the best compared isomer or geometry (same formula, charge and spin) ... 38.7 kcal/mol
E_HOMO ... -3.7 eV
DFT total energy ... -129946.3185 eV
Maximum force ... 0.358 eV/Å
LUMO level ... 2.51 eV

Atom charges from the Mulliken analysis, given in e for atoms 1 to 4: number 1, Ir, carries 1.31; number 2, C, carries -1.76; number 3, C, carries 1.18; number 4, O, carries -0.64

A cluster of 4 separate species, C20H29N2O9S in total, computed with ωB97M-V/def2-TZVPD.

Structure (XYZ):
```
61
C20H29N2O9S ωB97M-V/def2-TZVPD
O -2.936 -3.740 5.930
C -2.750 -3.442 4.778
O -1.682 -2.671 4.447
C -3.632 -3.894 3.676
C -3.083 -5.192 2.922
C -2.405 -5.030 1.587
C -1.259 -4.034 1.630
C -0.503 -3.971 0.305
S -1.102 -2.804 -0.945
C -1.423 -1.296 -0.195
N -1.079 -0.781 0.942
N -1.637 0.485 1.006
C -2.262 0.647 -0.113
O -2.190 -0.409 -0.927
H -0.911 -3.013 4.913
H -4.613 -4.035 4.124
H -3.720 -3.094 2.938
H -2.398 -5.676 3.631
H -3.949 -5.844 2.813
H -3.184 -4.661 0.898
H -0.545 -4.340 2.401
H -1.607 -3.022 1.857
H -0.466 -4.948 -0.173
H 0.531 -3.686 0.506
H -2.780 1.555 -0.362
O 3.549 0.235 -4.832
C 2.594 0.153 -4.110
O 2.089 -1.028 -3.701
C 0.882 -0.820 -2.930
C 0.985 0.611 -2.426
C 1.761 1.293 -3.551
H 0.022 -0.969 -3.587
H 0.835 -1.536 -2.117
H 0.016 1.062 -2.218
H 1.570 0.630 -1.505
H 1.101 1.664 -4.335
H 2.398 2.095 -3.193
O -1.019 3.975 -4.854
C -0.412 4.623 -4.056
O 0.696 4.156 -3.429
C 1.151 5.102 -2.448
C 0.575 6.443 -2.888
C -0.735 6.018 -3.552
H 0.778 4.791 -1.470
H 2.238 5.094 -2.430
H 0.454 7.147 -2.067
H 1.230 6.901 -3.631
H -1.555 5.945 -2.836
H -1.022 6.664 -4.376
O 1.620 -1.131 0.597
C 2.136 -0.443 1.418
O 3.219 -0.837 2.148
C 3.533 0.153 3.135
C 2.922 1.451 2.618
C 1.697 0.938 1.861
H 3.096 -0.157 4.087
H 4.614 0.206 3.246
H 2.694 2.161 3.411
H 3.612 1.933 1.922
H 0.823 0.825 2.505
H 1.439 1.549 1.001
```

Output
Net charge ... -1
Kohn-Sham gap ... 3.28 eV
E_HOMO ... -1.5 eV
DFT total energy ... -53451.9096 eV
Maximum force ... 1.672 eV/Å
LUMO level ... 1.75 eV

Atom charges from the Mulliken analysis, given in e for atoms 1 to 4: number 1, O, carries -0.60; number 2, C, carries 0.32; number 3, O, carries -0.34; number 4, C, carries -0.30

A structure of composition C20H29N3O2, computed with ωB97M-V/def2-TZVPD.

Structure (XYZ):
```
54
C20H29N3O2 ωB97M-V/def2-TZVPD
C -6.010 -0.436 0.347
H -6.041 -0.519 1.336
H -5.691 -1.337 -0.157
H -6.942 -0.129 -0.200
C -4.914 0.376 -0.231
C -4.764 0.445 -1.540
H -4.436 -0.565 -1.757
H -4.019 1.317 -2.018
H -5.701 0.754 -2.201
C -5.381 1.905 0.323
H -4.737 2.914 0.137
H -6.432 2.304 -0.313
H -5.619 1.798 1.284
C -3.641 0.280 0.764
C -2.439 1.030 0.236
H -1.971 1.277 1.408
H -2.701 1.820 -0.048
C -1.471 0.291 -0.478
C -0.840 -0.831 -0.009
N 0.091 -1.519 -0.112
N 0.941 -1.123 -1.259
C 2.086 -1.584 -1.217
O 2.943 -1.119 -2.173
C 2.522 -2.757 -0.276
H 3.020 -3.446 -1.277
H 1.808 -3.132 0.107
C 3.662 -2.467 0.520
O 3.560 -2.182 1.693
N 4.653 -1.822 0.001
H 4.682 -1.659 -1.036
C 5.747 -0.897 0.540
C 5.462 0.442 0.268
C 6.437 1.308 -0.256
C 6.121 2.484 -0.503
C 4.928 3.099 -0.019
C 4.085 2.574 0.683
C 4.335 1.037 0.682
H 3.596 0.429 1.646
H 3.102 2.844 1.024
H 4.638 4.341 -0.090
H 6.942 3.150 -0.843
H 7.190 0.911 -0.402
H 6.629 -1.332 0.252
H 5.605 -1.414 1.675
H 0.660 -0.250 -1.823
C -1.699 -1.604 1.063
H -1.556 -2.712 1.214
C -3.173 -1.448 0.692
H -3.939 -1.779 1.202
H -3.564 -1.612 -0.312
H -1.647 -1.026 1.999
H -1.876 0.162 -1.573
H -0.406 1.082 -0.849
H -3.835 0.329 1.873
```

Output
Net charge ... 0
Kohn-Sham gap ... 8.87 eV
Energy relative to the best compared isomer or geometry (same formula, charge and spin) ... 496.8 kcal/mol
E_HOMO ... -8.6 eV
DFT total energy ... -29756.8457 eV
Maximum force ... 15.328 eV/Å
LUMO level ... 0.28 eV

Atom charges from the Mulliken analysis, given in e for atoms 1 to 4: number 1, C, carries -1.87; number 2, H, carries 0.45; number 3, H, carries 0.47; number 4, H, carries 0.43

The molecule C20H29N3O3S, computed with ωB97M-V/def2-TZVPD.

Structure (XYZ):
```
56
C20H29N3O3S ωB97M-V/def2-TZVPD
C -1.646 1.376 -4.804
C -1.033 2.215 -3.695
C 0.024 1.462 -2.894
C 0.872 2.364 -1.986
C 0.057 3.006 -0.874
O -0.852 3.760 -1.165
N 0.249 2.586 0.424
C -0.916 2.445 1.279
C 1.516 2.043 0.889
C 1.584 0.507 1.000
N 1.163 0.233 2.369
C 0.456 -0.829 2.826
O 0.047 -0.864 3.979
C 0.195 -1.943 1.861
C -0.680 -2.886 2.174
C -1.014 -4.004 1.316
C -1.869 -5.041 1.473
C -1.739 -5.779 0.263
C -2.440 -7.029 -0.146
N -0.874 -5.217 -0.537
O -0.412 -4.096 0.122
C 1.377 1.371 3.252
C 1.848 2.469 2.310
C 3.130 3.199 2.579
C 1.818 3.903 2.721
S -0.690 0.069 -1.958
C -0.178 -1.306 -3.005
H -2.340 1.974 -5.394
H -0.883 0.984 -5.483
H -2.205 0.532 -4.395
H -0.571 3.113 -4.117
H -1.815 2.569 -3.025
H 0.729 1.012 -3.601
H 1.716 1.787 -1.602
H 1.276 3.171 -2.603
H -1.768 2.874 0.766
H -1.114 1.388 1.482
H -0.786 2.971 2.225
H 2.293 2.403 0.219
H 0.942 0.028 0.267
H 2.621 0.182 0.847
H 0.720 -1.980 0.913
H -1.196 -2.842 3.127
H -2.500 -5.251 2.318
H -3.096 -7.380 0.648
H -3.042 -6.858 -1.038
H -1.722 -7.816 -0.372
H 0.436 1.624 3.742
H 2.116 1.138 4.019
H 3.678 2.941 3.474
H 3.764 3.456 1.742
H 1.538 4.631 1.973
H 1.459 4.135 3.714
H -0.566 -2.217 -2.556
H -0.584 -1.205 -4.009
H 0.908 -1.376 -3.051
```

Output
Net charge ... 0
Kohn-Sham gap ... 8.67 eV
SMILES string ... CC[C@@H](CC(=O)N(C)[C@@H]1CN(C(=O)/C=C/c2cc(C)no2)CC12CC2)SC
Energy relative to the best compared isomer or geometry (same formula, charge and spin) ... 66.2 kcal/mol
E_HOMO ... -8.7 eV
DFT total energy ... -42657.1424 eV
Maximum force ... 0.674 eV/Å
LUMO level ... -0.02 eV

Atom charges from the Mulliken analysis, given in e for atoms 1 to 4: number 1, C, carries -1.39; number 2, C, carries -0.37; number 3, C, carries -0.31; number 4, C, carries -0.77

The molecule C20H29N3O3S, computed with ωB97M-V/def2-TZVPD.

Structure (XYZ):
```
56
C20H29N3O3S ωB97M-V/def2-TZVPD
C -0.005 4.299 1.825
C 1.099 3.351 1.378
C 0.829 2.725 0.013
C 2.059 2.020 -0.605
C 2.854 1.157 0.371
O 3.571 1.697 1.176
N 2.660 -0.251 0.441
C 1.633 -0.662 1.397
C 2.643 -0.949 -0.848
C 1.263 -1.231 -1.462
N 0.893 -2.538 -0.924
C -0.306 -2.895 -0.397
O -0.443 -3.936 0.230
C -1.444 -1.952 -0.601
C -2.540 -2.098 0.137
C -3.683 -1.209 0.060
C -4.866 -1.189 0.722
C -5.533 -0.044 0.202
C -6.879 0.490 0.557
N -4.803 0.558 -0.695
O -3.628 -0.173 -0.794
C 2.074 -3.336 -0.601
C 3.228 -2.356 -0.743
C 4.432 -2.715 -1.568
C 4.538 -2.589 -0.073
S -0.664 1.662 0.020
C -1.832 2.745 -0.831
H 0.238 4.745 2.790
H -0.140 5.113 1.108
H -0.955 3.773 1.928
H 2.055 3.878 1.331
H 1.229 2.560 2.120
H 0.577 3.525 -0.688
H 1.742 1.462 -1.486
H 2.745 2.806 -0.930
H 1.783 -0.113 2.326
H 0.610 -0.488 1.047
H 1.747 -1.724 1.619
H 3.249 -0.355 -1.534
H 0.533 -0.468 -1.206
H 1.352 -1.278 -2.552
H -1.372 -1.151 -1.322
H -2.595 -2.911 0.851
H -5.211 -1.881 1.470
H -6.927 0.736 1.618
H -7.085 1.385 -0.024
H -7.650 -0.252 0.351
H 1.967 -3.733 0.410
H 2.167 -4.190 -1.277
H 4.464 -3.708 -1.998
H 4.884 -1.943 -2.178
H 5.037 -1.722 0.339
H 4.651 -3.497 0.505
H -2.776 2.208 -0.895
H -1.984 3.666 -0.271
H -1.484 2.973 -1.837
```

Output
Net charge ... 0
Kohn-Sham gap ... 8.72 eV
SMILES string ... CC[C@@H](CC(=O)N(C)[C@@H]1CN(C(=O)/C=C/c2cc(C)no2)CC12CC2)SC
Energy relative to the best compared isomer or geometry (same formula, charge and spin) ... 76.5 kcal/mol
E_HOMO ... -8.7 eV
DFT total energy ... -42656.6947 eV
Maximum force ... 0.720 eV/Å
LUMO level ... -0.01 eV

Atom charges from the Mulliken analysis, given in e for atoms 1 to 4: number 1, C, carries -1.38; number 2, C, carries -0.39; number 3, C, carries -0.28; number 4, C, carries -0.97

The molecule C20H29N3O3S, computed with ωB97M-V/def2-TZVPD.

Structure (XYZ):
```
56
C20H29N3O3S ωB97M-V/def2-TZVPD
C -0.936 -0.331 -4.441
C -0.608 0.689 -3.359
C 0.661 0.348 -2.582
C 1.162 1.485 -1.671
C 0.185 1.832 -0.549
O -0.916 2.246 -0.837
N 0.484 1.508 0.782
C -0.326 0.445 1.374
C 1.884 1.539 1.205
C 2.642 0.207 1.097
N 2.479 -0.406 2.409
C 2.419 -1.723 2.718
O 2.257 -2.097 3.872
C 2.532 -2.692 1.589
C 2.446 -3.994 1.844
C 2.505 -5.019 0.820
C 2.443 -6.372 0.879
C 2.546 -6.783 -0.480
C 2.514 -8.165 -1.037
N 2.663 -5.754 -1.273
O 2.638 -4.632 -0.460
C 2.264 0.586 3.455
C 2.027 1.878 2.688
C 2.737 3.140 3.090
C 1.252 3.006 3.286
S 0.512 -1.225 -1.654
C 1.415 -2.346 -2.746
H -1.819 -0.025 -5.003
H -0.112 -0.442 -5.150
H -1.145 -1.309 -4.005
H -0.473 1.678 -3.808
H -1.444 0.785 -2.667
H 1.469 0.172 -3.298
H 2.148 1.218 -1.296
H 1.272 2.376 -2.295
H -1.348 0.549 1.018
H 0.043 -0.549 1.110
H -0.333 0.549 2.459
H 2.377 2.306 0.609
H 2.232 -0.415 0.305
H 3.701 0.398 0.885
H 2.662 -2.345 0.574
H 2.313 -4.322 2.868
H 2.339 -6.987 1.755
H 3.113 -8.840 -0.427
H 1.492 -8.545 -1.051
H 2.897 -8.168 -2.055
H 1.410 0.283 4.064
H 3.131 0.650 4.120
H 3.371 3.097 3.966
H 3.088 3.798 2.305
H 0.595 3.554 2.623
H 0.885 2.879 4.296
H 1.421 -3.324 -2.269
H 0.931 -2.422 -3.717
H 2.446 -2.015 -2.870
```

Output
Net charge ... 0
Kohn-Sham gap ... 8.63 eV
SMILES string ... CC[C@@H](CC(=O)N(C)[C@@H]1CN(C(=O)/C=C/c2cc(C)no2)CC12CC2)SC
Energy relative to the best compared isomer or geometry (same formula, charge and spin) ... 71.2 kcal/mol
E_HOMO ... -8.7 eV
DFT total energy ... -42656.9271 eV
Maximum force ... 0.832 eV/Å
LUMO level ... -0.07 eV

Atom charges from the Mulliken analysis, given in e for atoms 1 to 4: number 1, C, carries -1.40; number 2, C, carries -0.38; number 3, C, carries -0.31; number 4, C, carries -0.86

The molecule C20H29N3O5S, computed with ωB97M-V/def2-TZVPD.

Structure (XYZ):
```
58
C20H29N3O5S ωB97M-V/def2-TZVPD
C -2.805 -3.972 -2.401
C -2.976 -3.821 -0.895
C -2.951 -2.355 -0.470
H -3.759 -1.814 -0.968
C -3.097 -2.203 1.046
N -2.986 -0.819 1.450
C -1.840 -0.292 1.909
O -0.836 -0.928 2.153
C -1.914 1.233 2.056
N -1.909 1.840 0.734
C -3.104 2.171 0.182
O -4.168 1.905 0.708
C -3.004 2.947 -1.120
H -3.952 2.880 -1.657
O -2.006 2.467 -1.992
C -0.819 2.156 -1.402
C 0.309 2.090 -2.212
C 1.534 1.747 -1.671
C 1.620 1.482 -0.319
C 0.511 1.538 0.502
C -0.729 1.869 -0.030
H 0.651 1.306 1.543
S 3.182 0.958 0.398
O 4.229 1.451 -0.451
O 3.170 1.325 1.783
N 3.140 -0.680 0.292
C 3.651 -1.335 -0.880
H 4.405 -2.072 -0.583
C 2.555 -2.001 -1.749
H 2.818 -3.043 -1.935
C 1.165 -1.942 -1.114
H 0.428 -2.229 -1.868
H 0.953 -0.911 -0.828
C 1.002 -2.853 0.105
C 2.208 -2.850 1.041
C 2.661 -1.447 1.425
H 3.457 -1.513 2.179
H 1.823 -0.906 1.869
H 3.037 -3.396 0.589
H 1.937 -3.371 1.961
H 0.129 -2.523 0.669
H 0.825 -3.880 -0.227
H 2.509 -1.497 -2.716
H 4.163 -0.555 -1.443
H 2.425 1.696 -2.274
H 0.193 2.306 -3.262
H -2.813 4.004 -0.869
H -1.072 1.601 2.640
H -2.851 1.521 2.539
H -3.756 -0.200 1.232
H -2.300 -2.750 1.554
H -4.063 -2.593 1.376
H -2.004 -1.905 -0.778
H -3.924 -4.269 -0.589
H -2.174 -4.355 -0.382
H -2.826 -5.021 -2.684
H -3.604 -3.458 -2.931
H -1.855 -3.549 -2.721
```

Output
Net charge ... 0
Kohn-Sham gap ... 9.21 eV
SMILES string ... CCCCNC(=O)CN1C(=O)COc2ccc(S(=O)(=O)N3CCCCCC3)cc21
Energy relative to the best compared isomer or geometry (same formula, charge and spin) ... 28.5 kcal/mol
E_HOMO ... -8.7 eV
DFT total energy ... -46754.5882 eV
Maximum force ... 1.079 eV/Å
LUMO level ... 0.55 eV

Atom charges from the Mulliken analysis, given in e for atoms 1 to 4: number 1, C, carries -1.24; number 2, C, carries -0.49; number 3, C, carries 0.09; number 4, H, carries 0.54

The molecule C20H29N5O, computed with ωB97M-V/def2-TZVPD.

Structure (XYZ):
```
55
C20H29N5O ωB97M-V/def2-TZVPD
O -4.753 -0.304 0.107
C -4.339 0.088 -1.174
C -3.150 -0.728 -1.680
H -3.401 -1.785 -1.572
H -2.997 -0.521 -2.740
C -1.833 -0.440 -0.933
N -1.990 -0.661 0.506
C -1.605 -2.012 0.852
H -1.813 -2.187 1.910
C -0.128 -2.324 0.551
N 0.331 -1.541 -0.583
C -0.721 -1.324 -1.548
H -1.155 -2.278 -1.903
H -0.296 -0.810 -2.412
C 1.567 -2.059 -1.147
C 2.698 -1.841 -0.200
C 3.325 -2.757 0.593
C 4.288 -2.075 1.379
C 4.211 -0.761 1.051
N 3.245 -0.601 0.081
C 2.957 0.621 -0.477
N 2.142 0.678 -1.527
C 1.884 1.872 -2.025
C 2.429 3.034 -1.501
C 3.282 2.861 -0.419
N 3.549 1.675 0.089
H 3.775 3.697 0.061
H 2.210 4.006 -1.908
H 1.217 1.886 -2.879
H 4.757 0.089 1.405
H 4.948 -2.518 2.098
H 3.125 -3.811 0.613
H 1.759 -1.529 -2.081
H 1.497 -3.142 -1.356
H -0.021 -3.408 0.362
H 0.501 -2.072 1.410
H -2.246 -2.686 0.276
C -1.494 0.369 1.413
C -2.360 1.642 1.383
C -1.413 2.749 1.831
C -0.120 2.394 1.101
H 0.754 2.885 1.529
H -0.197 2.697 0.054
C -0.040 0.870 1.211
H 0.396 0.416 0.324
H 0.574 0.585 2.066
H -1.781 3.743 1.581
H -1.258 2.698 2.910
H -3.241 1.553 2.015
H -2.691 1.847 0.365
H -1.579 -0.072 2.412
H -1.567 0.610 -1.084
H -5.199 -0.060 -1.834
H -4.087 1.161 -1.189
H -3.941 -0.416 0.632
```

Output
Net charge ... 0
Kohn-Sham gap ... 8.77 eV
SMILES string ... OCC[C@@H]1CN(Cc2cccn2-c2ncccn2)CCN1C1CCCC1
Energy relative to the best compared isomer or geometry (same formula, charge and spin) ... 44.6 kcal/mol
E_HOMO ... -8.3 eV
DFT total energy ... -30708.4089 eV
Maximum force ... 1.288 eV/Å
LUMO level ... 0.52 eV

Atom charges from the Mulliken analysis, given in e for atoms 1 to 4: number 1, O, carries -0.68; number 2, C, carries -0.71; number 3, C, carries -1.07; number 4, H, carries 0.36